(1)
102
Properties=species:S:1:pos:R:3:forces:R:3 method="wB97M-V/def2-TZVPD" homo_energy_ev=-10.857 charge=0 total_energy_ha=-4319.09845 smiles="O=C1OC[C@@H](F)O1.O=C1OC[C@@H](F)O1.O=C1OC[C@@H](F)O1.O=C1OC[C@@H](F)O1.O=C1OC[C@@H](F)O1.O=C1OC[C@@H](F)O1.O=C1OC[C@@H](F)O1.O=C1OC[C@@H](F)O1.O=C1OC[C@@H](F)O1.COC(=O)OC" homo_lumo_gap_ha=0.40543 e_above_lowest_kj_mol=0.00
H 4.48665 0.91929 -4.72443 -0.4903 0.3884 -0.1546
O 2.63499 1.12901 -3.69644 0.2913 0.6108 -0.6443
H -2.67901 1.67668 -0.22541 0.3043 0.1957 0.1957
C -2.32111 -4.45544 -0.45819 0.2502 -0.4750 -1.7634
H 0.51156 -4.34759 1.21994 0.0321 0.0977 -0.1062
O -3.45759 1.18686 1.61595 -0.5094 -1.3686 -0.3190
O 0.80599 -0.16934 -0.93277 -0.0144 -1.0753 0.1432
C 4.71725 -0.78883 0.91102 -0.1241 0.4135 1.5617
C -0.70854 4.51947 -2.47896 -0.3610 0.1231 0.4686
C 0.51179 0.38677 0.08680 -0.8960 1.1431 0.0269
C 4.47671 -1.11872 2.40761 -0.2537 -0.4602 -0.6186
H -0.30944 -1.87381 1.84617 0.2818 -0.3338 -0.5647
C -3.82319 -2.31928 4.85967 0.0097 0.6534 -0.8460
O 5.17720 -2.34608 2.56573 -0.0709 0.2028 0.8772
C 1.57536 -5.34540 2.92802 -0.0321 -0.3809 0.1573
C -3.38695 2.06203 0.50559 -0.1820 0.8495 0.0027
C -0.91695 -1.25043 1.19151 -0.1698 0.6075 0.3768
F 5.41648 0.39125 0.82793 0.0289 0.0285 -0.3706
F -4.97551 -6.32730 -1.42399 0.3782 -0.1616 -0.2834
C 3.93376 0.58807 -3.84200 0.5094 -0.6308 0.0661
H -1.26460 6.62672 -2.18410 -0.1709 -0.2606 0.0956
H -0.78528 -0.82444 -3.01854 -0.0170 0.7159 -0.1707
O -1.60543 5.86050 -4.09265 -0.4997 -0.4382 0.1988
F -4.02338 4.32202 1.01936 -0.1609 0.1392 -0.0550
H 3.31049 7.17699 3.00249 -0.0897 0.1493 0.0090
C -3.70064 0.53558 -2.96347 0.9146 0.5815 0.3933
O 0.84724 1.65312 0.35641 0.1223 0.7315 0.1722
C 1.49377 -4.58002 1.61477 0.2695 -0.6197 0.4774
H 2.61399 1.76868 -0.68060 -0.0699 -0.3087 -0.2268
O -0.29808 0.04505 1.08920 0.0832 -0.3524 0.1277
H -1.90108 -0.96631 -1.64666 0.1035 -0.2481 -0.0808
C -1.80869 -0.67209 -2.69581 -0.5803 -0.4154 0.5342
C -4.16406 -5.73379 -0.52683 -0.1986 0.5384 1.2074
H 5.32861 8.08665 1.26984 0.4727 -0.2583 0.0177
O -4.01747 -0.74253 -3.25749 -0.2457 -0.4864 -0.8033
H 0.18527 4.04255 -2.88684 -0.4066 -0.4783 -0.2636
H 2.96294 8.32249 1.63064 0.2714 0.1840 0.2252
O -4.43770 1.45177 -2.83307 -0.4468 -0.2548 -0.0592
O -1.16105 -4.22277 -0.58676 -0.3360 0.7825 1.0013
O 0.59608 0.54830 -4.39372 -0.3214 -0.1877 -0.4638
F 5.52346 6.37972 2.31953 0.1958 -0.3352 -0.1346
O -3.37544 -3.60515 3.01373 -0.3933 -0.3043 -0.8958
O 2.28246 -0.95184 -4.33315 0.5105 -0.4466 -0.6877
H -1.16488 -1.63691 0.20869 0.3319 -0.4126 0.1086
C 5.75923 -2.72443 1.43415 -0.0059 -0.8785 -0.4140
H 1.59570 -4.70736 3.80679 0.2665 0.1669 -0.1396
C -2.23750 -3.46999 3.72015 0.1140 -0.1012 2.0491
C -4.33185 -2.69161 3.46849 -0.5438 0.5515 1.1518
C 3.39342 7.37104 1.93766 0.2260 -0.9275 -0.3223
O -3.32253 -3.67406 -0.01283 0.4967 0.7566 0.7493
H -4.31335 -2.92232 5.62437 0.4514 -0.2634 0.0902
H -3.97815 -1.26511 5.07765 0.0364 0.0329 -0.1004
H 3.75925 -0.66834 0.41113 0.2694 -0.0843 -0.6727
C -3.25775 1.80738 2.76517 -0.4600 0.9625 0.6262
O -2.35570 0.64342 -2.79407 0.4656 0.3083 -0.1184
O -2.82629 -5.60845 -0.96412 -0.6614 -0.7744 0.1688
F 2.23323 -3.42425 1.79367 -0.2101 0.4803 -0.2011
H 3.41509 -1.28817 2.58761 0.0504 -0.1047 0.0578
H 4.25323 -1.41358 -4.71583 -0.0764 -0.1863 0.0706
H 0.16165 6.35549 -3.19979 -0.0568 0.0341 0.0419
H -4.87598 -3.99554 -1.34972 0.1918 0.4897 0.1018
O 3.92615 -6.84326 0.98663 0.2377 -0.0249 -0.2776
F -0.65412 4.33746 -1.13087 0.0053 0.2753 0.1825
C -0.81211 5.95599 -2.91757 1.0367 0.7539 -0.2133
H -5.33961 -3.09973 3.52752 0.1686 -0.4431 -0.4730
O -1.25292 -4.13237 3.65655 -0.0008 0.0951 -1.1180
H 4.56517 0.80302 -2.98287 -0.2795 0.0012 0.2062
O 4.64946 6.48531 0.20336 0.2271 0.3108 0.2395
H 1.92368 3.30381 -0.44145 -0.6897 0.0007 0.9072
H 1.22009 2.29676 -1.63615 -0.3393 -0.5480 0.1290
O 2.69095 6.34887 1.22232 -0.4923 0.3262 -0.0660
O 2.90723 5.48028 -0.82843 0.0714 0.1359 -0.3940
O 2.81233 -6.04829 2.76468 0.0767 0.1508 0.1191
O -2.91311 3.09816 2.54349 0.3887 0.6054 -0.8069
H -4.18110 -6.29112 0.41315 -0.0320 -0.3633 -0.1977
H -1.83102 -1.07020 1.75977 -0.1137 0.1280 -0.2689
C 3.08936 -6.15353 1.44853 -0.2395 -0.2343 0.3409
C -4.55550 -4.27753 -0.33755 -0.6121 -0.8509 -1.7214
C 3.65296 -0.89975 -3.96936 -0.3131 -0.0032 0.1892
H -4.33889 2.18850 -0.01385 -0.1739 -0.3348 0.2698
C -3.03079 3.41091 1.16695 0.6449 -0.9895 -0.3529
H 4.84395 -0.38172 3.11737 0.2206 0.1296 -0.2562
O -2.42636 -2.56482 4.70667 0.0106 -0.0908 0.3959
H -2.10981 3.79128 0.72738 -0.0026 0.4513 0.5258
O 6.35653 -3.73541 1.27646 0.1691 0.2801 0.0095
F -2.91625 -2.71400 -3.04107 -0.4145 -0.2360 -0.0602
F -4.38164 -1.59903 2.65990 0.2185 -0.0954 -0.3374
C -2.81389 -1.44533 -3.51366 0.9035 -0.0468 0.7366
C 1.73043 0.26112 -4.21750 0.0498 0.6363 1.4631
O -3.41514 1.38182 3.86517 0.2466 -0.6204 -0.1769
O -3.40914 4.56118 -4.52655 -0.1210 -0.1731 -0.4008
O 2.20705 -5.39295 0.72786 -0.1527 0.2443 -0.0006
C -2.42064 4.77085 -3.92458 -0.0470 0.5398 0.3248
H -2.49801 -1.48885 -4.55711 -0.7187 0.0215 -0.2153
H -5.41730 -4.09548 0.29655 0.5751 0.1868 0.7102
C 3.35773 6.08224 0.08708 -0.0310 -0.9381 0.6477
O -1.95579 4.00510 -2.89961 0.6225 -0.4136 -0.4041
O 5.49984 -1.83211 0.43437 -0.3987 0.4329 -0.2368
H 0.81032 -6.10124 3.10713 -0.2956 0.2054 -0.4089
C 4.82849 7.13498 1.44377 -0.8835 1.3573 -0.2652
C 1.64536 2.26923 -0.63344 1.4830 0.3679 -0.8746
F 3.77835 -1.52582 -2.77025 0.1204 -0.1364 0.0583

(2)
47
Properties=species:S:1:pos:R:3:forces:R:3 method="wB97M-V/def2-TZVPD" homo_energy_ev=-8.172 charge=0 total_energy_ha=-1273.10841 smiles="Cn1c(OCc2cccnc2)nc2c1c(=O)n(Cc1ccccc1)c(=O)n2C" homo_lumo_gap_ha=0.32050 e_above_lowest_kj_mol=0.00
C -0.56168 2.35505 0.96998 -0.2805 -0.3895 -0.2413
H 1.07342 2.67060 4.14796 -0.1339 0.0594 0.0260
H -1.82951 -5.52439 0.84410 -0.0367 -0.0320 0.0668
C 1.89868 2.61893 3.44863 -0.1813 0.3231 -0.2693
C -0.35346 -5.79369 -0.68297 0.0556 -0.0697 0.0410
C -1.40682 -5.13531 -0.07087 -0.0159 -0.0385 0.0739
H -1.71698 -2.14734 -3.46751 -0.0906 0.0122 0.1621
H 2.48079 0.98879 -1.40978 0.0324 0.0130 -0.0363
N 0.48659 0.48263 -1.71282 0.0339 -0.0852 -0.0557
H 0.04656 -6.69769 -0.24696 0.0303 -0.0658 0.0303
H -3.37274 0.61964 1.45722 0.0417 0.0862 0.0558
N 2.91637 1.86372 3.81576 0.0238 -0.2864 0.4949
C -1.38754 -3.47399 -1.80921 -0.0420 0.0278 -0.0688
C 0.63246 4.12017 1.88119 0.4452 0.2683 0.0305
H 4.75684 1.13240 3.33884 0.1192 -0.0304 -0.0615
H 4.86739 2.29091 1.12702 0.0826 -0.0237 -0.0351
H 0.75906 4.56977 0.89092 -0.0313 0.0037 0.1573
C 3.94746 1.76260 2.99479 0.1942 -0.0159 -0.2249
C -1.92209 -3.97965 -0.63069 -0.0419 -0.0136 0.0044
N 0.35236 2.15328 0.03903 0.3014 0.1984 -0.2317
C -1.30754 0.63429 -0.13078 0.6564 0.0125 -0.4857
H -3.26985 2.37450 1.77110 -0.0125 -0.0615 0.0132
H 2.06895 0.31609 -3.01729 -0.0112 0.1030 0.1052
C 0.18656 -5.28985 -1.85411 0.0616 -0.0729 -0.0161
H 0.43625 4.89734 2.62449 -0.0133 -0.0985 -0.1663
C 1.84985 3.31488 2.24414 0.1057 -0.0443 0.0604
O 0.37216 -1.15200 -3.27063 0.0906 -0.2412 -0.2702
C 1.74777 0.97850 -2.21607 0.2391 0.0424 -0.1542
N -1.58801 1.48223 0.92886 0.4276 0.2753 -0.0568
H 1.00995 -5.79962 -2.33290 0.0639 -0.0403 -0.0381
N -1.32475 -1.02782 -1.76402 -0.2172 -0.1420 -0.1667
H -2.40969 1.23603 2.82668 -0.0557 -0.0064 -0.0329
C -1.93453 -2.20054 -2.39963 -0.1228 -0.1441 -0.1399
H 2.92988 3.70289 0.43260 -0.0307 0.0181 -0.1103
C -0.10602 1.08013 -0.64858 -1.1888 -0.1200 0.7877
C 2.93426 3.19480 1.38546 -0.0013 -0.0123 0.2630
H -2.74178 -3.46120 -0.15566 -0.0873 0.0578 0.0318
C -2.72941 1.42751 1.80115 -0.3835 0.0605 0.3936
O -3.07945 -0.92827 -0.29528 -0.2022 -0.1197 0.0983
C 4.00746 2.40749 1.76831 -0.0618 0.0897 -0.0008
O -0.54728 3.31534 1.88859 -0.3891 -0.2496 -0.0162
C -0.12227 -0.60527 -2.30784 0.1871 0.2656 0.0109
H 0.09924 -3.73052 -3.32165 0.0292 0.0481 -0.0874
C -2.01271 -0.47883 -0.67544 0.1932 0.4473 0.2022
H 1.62155 1.99300 -2.59482 0.0557 -0.0065 -0.0151
H -3.00917 -2.12700 -2.22111 0.1861 -0.0014 -0.0937
C -0.32660 -4.13340 -2.41529 -0.0247 -0.0008 -0.0345

(3)
17
Properties=species:S:1:pos:R:3:forces:R:3 method="wB97M-V/def2-TZVPD" homo_energy_ev=-15.685 charge=+1 total_energy_ha=-288.36727 homo_lumo_gap_ha=0.46418 e_above_lowest_kj_mol=122.81
N -0.23563 -0.71954 0.33708 6.5686 2.8343 -0.9843
H -2.82611 -1.06725 -2.11715 -1.0064 0.7867 -0.5734
H 0.29427 -1.37955 -0.28163 -1.6330 0.3182 0.3348
H 1.74312 0.59665 3.21801 0.1637 -0.1629 -0.2543
H -1.02950 0.58719 -1.04398 0.0752 0.3181 -1.3296
H 1.22173 1.54360 -1.97922 0.3264 -0.4694 1.1867
H -1.08442 -0.98920 0.70035 -2.4963 -1.0301 0.4881
H 1.96569 0.15357 -0.99544 -0.8633 0.4751 -0.4717
C -0.19124 0.73624 -0.40480 0.9250 0.1805 2.3230
H -0.54598 1.52628 0.37882 0.9095 -1.6369 -1.2117
H 1.91752 1.69524 -0.22417 -1.1964 -0.2622 -0.9562
H 0.25137 0.47326 3.21547 -0.5690 0.0669 0.3081
H -2.21461 -2.42238 -1.95292 0.3092 1.1404 0.4317
C 1.32520 1.07302 -0.96291 -1.1534 -0.5803 0.9008
O 1.01274 0.25827 2.68353 0.4003 0.0924 -0.0269
O -2.09925 -1.47533 -1.68169 0.6659 -1.9714 0.1756
H 0.49510 -0.59007 1.11064 -1.4259 -0.0995 -0.3406